The following is a DFT calculation (the ωB97M-V functional and the def2-TZVPD basis) of C13H23AuGeNSe as an isolated structure.

Last column: Löwdin charge in e.
Element x y z (Å)
Au (-1.0816, -1.8503, 2.6328)  0.473
C (1.6046, -3.0623, 3.8281)  -0.146
C (2.4229, -2.1544, 2.9658)  -0.263
C (3.8064, -2.2104, 3.0693)  -0.126
C (4.6531, -1.4074, 2.3160)  -0.167
C (4.0638, -0.5105, 1.4219)  -0.120
C (2.6967, -0.4150, 1.2802)  -0.265
C (2.0946, 0.5586, 0.3110)  -0.114
C (1.7864, -1.2378, 2.0471)  -0.438
N (0.4853, -1.0514, 1.8264)  -0.244
H (2.2522, -3.6865, 4.4499)  0.056
H (0.9578, -3.7179, 3.2307)  0.038
H (0.9268, -2.5019, 4.4849)  0.035
H (4.2377, -2.9187, 3.7743)  0.084
H (5.7296, -1.4750, 2.4199)  0.063
H (4.6956, 0.1354, 0.8154)  0.085
H (2.8738, 1.1197, -0.2132)  0.054
H (1.4253, 1.2548, 0.8247)  0.058
H (1.4642, 0.0407, -0.4176)  0.057
C (-3.9733, -0.7555, 0.4358)  -0.234
Ge (-3.8389, -2.6981, 0.3193)  0.722
C (-2.1467, -3.2880, -0.4391)  -0.231
C (-5.3042, -3.3626, -0.8113)  -0.237
C (-4.1207, -3.5368, 2.0964)  -0.588
Se (-3.0301, -2.8769, 3.6041)  0.738
C (-4.1978, -1.3884, 4.0803)  -0.398
H (-3.8429, -0.3220, -0.5573)  0.019
H (-3.1787, -0.3684, 1.0742)  -0.005
H (-4.9477, -0.4416, 0.8166)  0.013
H (-2.0074, -2.8374, -1.4236)  0.019
H (-2.1251, -4.3744, -0.5489)  0.018
H (-1.3230, -2.9652, 0.1968)  -0.036
H (-5.2222, -2.9299, -1.8096)  0.012
H (-6.2770, -3.0883, -0.3994)  0.010
H (-5.2654, -4.4487, -0.9080)  0.012
H (-3.9210, -4.6073, 2.0318)  0.006
H (-5.1539, -3.4235, 2.4278)  0.006
H (-4.4231, -0.8138, 3.1856)  0.002
H (-3.6338, -0.7653, 4.7693)  0.016
H (-5.1077, -1.7603, 4.5476)  0.017

Cartesian forces, eV/Å:
Au 0.27 -0.29 0.46
C -0.04 -0.01 0.00
C -0.01 0.03 -0.04
C 0.00 0.02 -0.03
C 0.02 -0.01 0.01
C -0.01 -0.02 0.01
C 0.02 0.02 -0.06
C -0.01 0.00 0.01
C 0.00 -0.01 0.15
N -0.11 0.17 -0.26
H 0.00 0.01 -0.01
H -0.01 0.00 0.01
H 0.00 -0.01 0.00
H 0.00 0.00 0.00
H 0.00 0.00 0.00
H 0.00 0.00 0.00
H 0.00 0.00 0.00
H 0.00 0.00 0.00
H 0.00 0.00 -0.01
C 0.01 0.04 -0.04
Ge 0.14 -0.13 0.17
C -0.05 0.05 -0.10
C -0.06 0.01 0.02
C -0.05 0.11 0.16
Se -0.07 0.14 -0.40
C 0.01 -0.02 -0.08
H 0.00 -0.02 0.00
H 0.00 0.02 0.03
H 0.03 -0.02 0.01
H -0.02 -0.01 -0.02
H -0.01 0.03 0.04
H 0.05 -0.04 -0.01
H -0.01 0.00 -0.01
H -0.01 0.00 -0.01
H 0.01 0.00 0.01
H 0.04 0.01 -0.01
H -0.09 -0.05 -0.06
H -0.01 -0.01 0.02
H -0.03 -0.02 0.03
H -0.01 0.01 0.01

spin multiplicity = 1
net charge = -1
E_HOMO = -1.82 eV
energy above the lowest of the compared OMol25 structures with the same formula, charge and spin = 9.63 kJ/mol
orbital gap = 4.25 eV
LUMO = 2.4 eV

---

The following is a DFT calculation (the ωB97M-V functional and the def2-TZVPD basis) of a 10-piece molecular cluster, C28H79N3O16 overall.

Last column: Löwdin charge in e.
Element x y z (Å)
C (9.3509, 10.2023, 18.7096)  -0.085
O (10.4346, 11.1078, 18.6657)  -0.232
C (11.2502, 10.9448, 17.5113)  -0.165
C (12.3732, 9.8121, 17.6911)  -0.136
N (13.2572, 10.2142, 18.8158)  -0.092
C (13.9514, 9.1753, 19.5277)  -0.192
C (15.2311, 8.7310, 18.7279)  -0.206
O (15.9734, 7.7651, 19.4469)  -0.192
C (15.6140, 6.4010, 19.2396)  -0.087
H (9.7123, 9.1923, 18.4684)  0.089
H (8.4990, 10.5367, 18.1139)  0.097
H (8.9855, 10.1791, 19.7356)  0.093
H (11.7801, 11.8515, 17.3993)  0.089
H (10.5849, 10.6553, 16.6661)  0.121
H (12.9489, 9.8065, 16.7247)  0.120
H (11.8931, 8.8293, 17.9210)  0.116
H (12.6278, 10.6159, 19.4942)  0.112
H (13.3836, 8.3091, 19.8448)  0.109
H (14.2843, 9.6557, 20.4602)  0.131
H (15.8271, 9.6592, 18.6037)  0.107
H (14.9379, 8.3659, 17.7233)  0.122
H (14.5780, 6.2235, 19.4421)  0.070
H (16.1666, 5.9082, 20.0075)  0.087
H (15.7241, 6.0916, 18.2204)  0.081
C (10.9592, 8.7728, 8.9020)  -0.150
O (10.7202, 9.1454, 10.2263)  -0.209
C (10.1320, 10.4340, 10.3160)  -0.234
C (9.9446, 10.7657, 11.7900)  -0.221
N (11.1789, 11.0114, 12.4636)  -0.081
C (11.2633, 11.4791, 13.8185)  -0.212
C (11.3141, 13.0156, 13.8438)  -0.192
O (11.5260, 13.4939, 15.1873)  -0.216
C (11.5210, 14.9394, 15.3601)  -0.069
H (11.6014, 7.7994, 8.9006)  0.112
H (11.5969, 9.5894, 8.3871)  0.105
H (10.0250, 8.5853, 8.3113)  0.089
H (9.1244, 10.4503, 9.8102)  0.132
H (10.6826, 11.1809, 9.7515)  0.117
H (9.3050, 10.0050, 12.3424)  0.139
H (9.4283, 11.7121, 11.7422)  0.109
H (11.8872, 10.2780, 12.2795)  0.132
H (12.1668, 11.1269, 14.3023)  0.107
H (10.4298, 11.1255, 14.4292)  0.103
H (10.4032, 13.4245, 13.3885)  0.122
H (12.1669, 13.2815, 13.2056)  0.105
H (12.1973, 15.4682, 14.6221)  0.081
H (11.7703, 15.1733, 16.3872)  0.069
H (10.5199, 15.3210, 15.1635)  0.083
C (24.0235, 14.6546, 15.5096)  -0.155
O (22.6898, 14.6608, 15.1896)  -0.178
C (21.9318, 14.8545, 16.3676)  -0.258
C (20.4973, 14.4814, 16.1727)  -0.211
N (19.7898, 15.4321, 15.2907)  -0.052
C (18.4216, 15.1688, 15.0724)  -0.232
C (17.9115, 16.1381, 13.9889)  -0.194
O (18.6076, 15.7970, 12.7906)  -0.205
C (18.6439, 16.8182, 11.8164)  -0.119
H (24.3875, 15.6147, 15.8802)  0.090
H (24.5210, 14.5022, 14.5633)  0.084
H (24.2579, 13.7808, 16.1639)  0.103
H (22.0669, 15.9553, 16.6462)  0.145
H (22.3026, 14.3161, 17.2685)  0.124
H (19.9888, 14.4569, 17.1623)  0.130
H (20.5564, 13.4656, 15.8165)  0.106
H (20.3477, 15.4327, 14.4065)  0.133
H (17.8669, 15.2121, 16.0127)  0.112
H (18.2881, 14.1595, 14.6958)  0.100
H (18.1258, 17.1761, 14.3030)  0.127
H (16.8812, 15.9296, 13.8285)  0.092
H (19.2462, 16.4641, 10.9695)  0.085
H (19.0308, 17.8153, 12.2246)  0.110
H (17.6765, 16.9544, 11.3379)  0.075
O (17.9188, 11.8588, 15.7890)  -0.086
C (18.4366, 11.4399, 17.0703)  -0.191
C (18.6945, 9.9092, 17.0100)  -0.223
O (19.6951, 9.5316, 16.0594)  -0.075
H (18.5313, 11.5214, 15.1433)  0.076
H (19.3297, 11.9984, 17.2916)  0.094
H (17.6984, 11.7515, 17.8133)  0.090
H (17.8086, 9.4614, 16.6869)  0.091
H (19.0120, 9.6277, 18.0203)  0.126
H (20.4870, 9.2524, 16.5985)  0.115
O (14.2527, 12.6599, 17.7882)  -0.136
C (14.5811, 12.4148, 16.4203)  -0.210
C (15.4604, 13.5219, 15.9543)  -0.221
O (14.6800, 14.7355, 15.8643)  -0.098
H (14.0749, 11.7565, 18.2876)  0.104
H (15.1015, 11.4821, 16.3963)  0.110
H (13.6211, 12.4606, 15.8911)  0.106
H (16.0430, 13.2571, 15.0560)  0.096
H (16.2454, 13.6987, 16.7244)  0.122
H (15.0461, 15.4338, 16.4548)  0.033
O (15.8447, 16.7166, 17.1644)  -0.074
C (15.3510, 16.9916, 18.4782)  -0.206
C (14.3318, 15.9935, 18.9006)  -0.225
O (15.0142, 14.7548, 19.0736)  -0.096
H (16.0991, 17.5218, 16.7198)  0.094
H (16.1756, 17.0022, 19.1587)  0.118
H (14.8525, 17.9766, 18.4794)  0.133
H (13.5631, 15.9739, 18.1288)  0.103
H (13.8630, 16.2781, 19.8788)  0.143
H (14.6934, 14.0662, 18.4565)  0.031
C (13.4718, 17.9458, 15.0328)  -0.169
O (14.3204, 19.0480, 15.2530)  -0.122
H (13.0921, 17.7239, 16.0390)  0.082
H (12.6171, 18.2549, 14.4264)  0.086
H (13.9987, 17.0961, 14.6306)  0.059
H (14.8721, 19.0712, 14.4587)  0.081
C (11.1379, 14.4482, 19.6718)  -0.180
O (9.9152, 13.8927, 19.2560)  -0.128
H (11.7093, 14.9930, 18.9459)  0.031
H (10.9985, 15.1575, 20.5359)  0.091
H (11.8226, 13.6893, 20.1182)  0.088
H (9.9976, 12.9184, 19.0724)  0.059
C (15.0629, 13.7507, 12.5108)  -0.173
O (14.1034, 14.6684, 12.9442)  -0.151
H (14.8366, 13.5690, 11.4394)  0.090
H (16.0876, 14.1115, 12.5804)  0.065
H (14.8812, 12.7911, 13.0258)  0.082
H (14.0711, 14.6222, 13.9290)  0.038
C (17.0777, 12.4775, 20.4614)  -0.147
O (16.1644, 13.3765, 21.1814)  -0.165
H (16.4954, 11.7439, 19.8725)  0.044
H (17.7161, 13.0281, 19.7048)  0.075
H (17.7424, 11.9110, 21.1705)  0.087
H (15.6283, 13.9336, 20.5551)  0.041

Cartesian forces, eV/Å:
C 0.06 -0.31 0.75
O 0.25 0.04 0.08
C 0.16 -2.45 0.18
C -0.70 0.81 -0.11
N -1.12 0.20 -0.62
C 2.09 -0.06 0.00
C -1.00 0.35 0.53
O 0.03 0.37 -0.45
C -0.46 1.48 0.50
H -0.44 0.18 -0.20
H 0.23 -0.15 -0.46
H 0.12 0.00 0.10
H 0.28 1.17 -0.61
H 0.72 0.52 0.24
H -0.56 -0.34 0.88
H 0.40 0.47 -0.46
H -0.22 0.44 0.16
H -0.59 -0.34 -0.27
H 0.20 -0.30 -0.20
H 0.00 -0.67 0.02
H 0.16 0.05 0.30
H -0.98 0.05 0.40
H 0.60 -0.91 -0.07
H 0.84 -0.36 -0.63
C 1.85 -0.68 -1.20
O -0.12 0.27 -0.07
C -1.36 -0.91 0.17
C -0.55 -0.01 0.26
N 2.49 -1.13 -0.72
C -0.76 0.82 0.42
C 0.52 0.15 0.23
O -0.05 0.51 -0.23
C 0.03 -0.58 -1.62
H -1.23 1.70 0.06
H -1.00 -1.19 0.49
H 0.62 0.25 0.48
H 0.56 -0.32 0.51
H 0.67 0.21 0.26
H 0.40 0.62 -0.87
H -0.67 0.35 0.35
H -0.96 0.69 0.10
H 0.28 -0.24 -0.06
H -0.25 -0.07 0.14
H -0.03 0.12 0.20
H -0.21 0.27 0.09
H -0.44 -0.72 0.91
H 0.30 -0.20 0.06
H -0.26 0.00 0.01
C 1.28 -0.81 -0.60
O -1.54 -0.39 0.62
C 0.26 2.17 1.14
C -0.74 1.05 0.36
N 3.09 -0.16 0.11
C -0.59 -0.05 -1.04
C 1.03 -0.67 0.64
O 0.38 0.45 0.07
C 0.31 0.56 -0.08
H -0.07 0.00 0.53
H 0.50 -0.17 -0.24
H 0.11 0.79 -0.08
H -0.49 -1.10 -0.20
H 0.24 -0.22 -0.76
H 0.26 0.08 -0.51
H -0.50 -0.76 -0.48
H -1.07 0.13 0.78
H -0.10 0.39 -0.08
H -0.39 -0.45 -0.23
H -0.20 -0.25 -0.25
H -1.27 0.33 -0.04
H 0.37 0.13 0.53
H -0.43 -1.31 -0.52
H -0.53 0.34 0.32
O -0.14 0.06 0.95
C -0.38 -0.63 -1.38
C 1.31 1.85 1.13
O 1.33 -0.10 1.19
H 0.43 -0.19 -0.56
H 0.70 0.11 0.12
H -0.10 -0.48 -0.05
H -1.54 -0.93 -0.12
H -0.38 -0.42 -0.10
H -1.21 0.54 -1.19
O -0.39 -1.83 1.39
C -0.83 0.54 0.71
C 0.99 1.15 0.85
O 0.14 -0.65 -0.47
H 0.18 1.79 -1.16
H 0.28 -0.84 -0.62
H 0.30 -0.43 -0.48
H -0.68 0.35 -0.01
H -0.38 -0.27 -0.35
H 0.16 -0.35 -0.63
O -0.16 -0.62 0.38
C -0.52 1.64 -0.33
C 0.35 -0.58 0.72
O -0.36 0.46 0.06
H -0.07 0.42 -0.13
H 0.55 0.02 0.58
H 0.30 -0.10 0.02
H -0.21 -0.41 -0.01
H 0.36 0.00 -0.82
H -0.22 -0.29 0.10
C -1.00 0.33 1.22
O 1.12 0.24 -0.70
H -0.09 -0.44 -0.34
H 0.02 -0.31 -0.23
H 0.03 -0.40 -0.21
H 0.04 0.48 0.32
C 0.52 -0.46 2.35
O -0.09 -0.73 -0.37
H -0.03 0.14 -0.93
H -0.34 -0.49 -0.83
H -0.32 0.21 -0.48
H 0.29 1.28 0.22
C -0.78 -0.95 -1.09
O -0.36 0.69 1.26
H 0.32 0.05 0.47
H 0.19 -0.10 0.28
H 0.62 0.14 -0.15
H 0.18 0.31 -0.68
C -0.54 0.93 -0.25
O 0.89 -0.77 -0.63
H 0.15 0.11 0.28
H -0.53 -0.35 0.96
H -0.82 0.83 -0.46
H 0.86 -0.77 0.14

SMILES = COCCNCCOC.COCCNCCOC.COCCNCCOC.OCCO.OCCO.OCCO.CO.CO.CO.CO
spin multiplicity = 1
E_HOMO = -8.45 eV
orbital gap = 8.93 eV
LUMO = 0.5 eV

---

The following is a DFT calculation (the ωB97M-V functional and the def2-TZVPD basis) of C11H13BBrNSm as an isolated structure.

Last column: Löwdin charge in e.
Element x y z (Å)
C (1.7214, 1.2628, -0.1200)  -0.250
C (1.8817, 1.4611, 1.2922)  -0.222
C (2.4862, 0.2693, 1.8175)  -0.226
H (1.5833, 2.3388, 1.8656)  0.114
C (2.6188, -0.6826, 0.7613)  -0.225
C (2.1722, -0.0565, -0.4447)  -0.226
H (2.2651, -0.4770, -1.4466)  0.116
H (1.3293, 1.9951, -0.8225)  0.110
H (2.8802, 0.1477, 2.8196)  0.104
H (3.0825, -1.6738, 0.8462)  0.114
Sm (0.1215, -0.2738, 1.0060)  1.347
Br (-1.9415, 0.8745, -0.3025)  -0.047
C (-3.5082, -0.5590, -3.2126)  -0.253
C (-2.4281, -0.9349, -4.0723)  -0.230
C (-1.8022, 0.2646, -4.5456)  -0.227
H (-2.1430, -1.9477, -4.3310)  0.037
C (-2.4973, 1.3794, -3.9771)  -0.237
C (-3.5555, 0.8714, -3.1581)  -0.299
H (-4.2643, 1.4642, -2.5964)  0.044
H (-4.1807, -1.2324, -2.6977)  0.044
H (-0.9597, 0.3196, -5.2254)  0.038
H (-2.2752, 2.4255, -4.1446)  0.044
B (1.4740, -1.2582, 5.5283)  -0.435
C (0.7438, -1.0836, 4.2120)  -0.206
N (0.1637, -0.9431, 3.1901)  -0.068
H (0.7099, -1.0706, 6.4698)  0.016
H (2.4121, -0.4861, 5.6515)  0.010
H (1.9099, -2.3947, 5.6367)  0.013

Cartesian forces, eV/Å:
C 0.82 -0.01 0.08
C 0.98 -0.69 -0.55
C 0.45 0.41 -0.61
H 0.19 -0.23 -0.23
C 0.76 0.88 -0.04
C 0.66 0.63 0.26
H -0.35 0.12 0.33
H -0.05 -0.32 0.19
H -0.44 -0.11 -0.03
H -0.33 0.52 -0.03
Sm -2.99 -0.68 -0.73
Br 0.52 -0.14 0.58
C 0.65 0.88 -0.60
C -0.24 1.07 0.36
C -0.84 -0.02 0.79
H 0.00 0.00 -0.01
C -0.35 -1.19 0.18
C 0.80 -0.78 -0.85
H -0.01 0.01 0.04
H -0.01 -0.04 0.01
H -0.02 -0.01 0.01
H 0.03 0.01 -0.01
B 0.76 -0.32 1.76
C -1.58 0.35 -2.48
N 1.01 -0.55 2.76
H -0.03 0.03 -0.45
H -0.21 0.04 -0.40
H -0.18 0.12 -0.33

spin multiplicity = 6
net charge = -1
expectation value of S² = 8.765
E_HOMO (alpha / beta) = -2.56 / -2.57 eV
energy above the lowest of the compared OMol25 structures with the same formula, charge and spin = 314.54 kJ/mol
orbital gap (alpha / beta) = 3.71 / 3.98 eV
LUMO (alpha / beta) = 1.2 / 1.4 eV

---

Result set for calculated total energy: -5177.92359, -2482.02851, -3738.55449 Eh, one per record in the order listed.